Record 1
{
  "formula": "C4H6N2O3",
  "method": "ωB97M-V/def2-TZVPD",
  "total_energy_ha": -491.2364,
  "relative_energy_kcal_mol": 40.5,
  "lumo_energy_ev": -0.1,
  "symbols": ["H", "N", "C", "C", "O", "O", "C", "N", "C", "O", "H", "H", "H", "H", "H"],
  "positions_angstrom": [[1.76040, 1.69729, 1.03658], [0.81926, 1.60440, 0.65836], [0.60040, 0.57005, -0.00964], [1.64373, -0.60867, -0.07038], [2.67063, -0.55778, 0.55713], [1.42408, -1.46372, -1.06510], [-0.77493, 0.15810, -0.44334], [-1.65966, 1.28778, -0.56466], [-1.15197, -0.84174, 0.66276], [-1.10929, -2.03673, 0.56991], [2.15600, -2.09778, -1.14342], [-0.70550, -0.39149, -1.38885], [-1.40994, 1.99886, 0.11428], [-2.62745, 1.01781, -0.43613], [-1.63575, -0.33640, 1.52250]],
  "forces_ev_per_angstrom": [[0.08, -0.40, -0.13], [-0.25, 0.76, -0.21], [0.45, -1.98, 0.76], [1.30, 1.85, -0.71], [-0.55, -0.32, 0.25], [-0.51, -0.29, -0.12], [0.34, 0.14, -0.57], [-0.05, -0.16, 0.31], [-1.23, -0.14, -0.35], [0.29, 0.22, 0.10], [-0.03, 0.18, 0.27], [-0.06, 0.00, 0.20], [-0.04, 0.03, 0.00], [0.01, 0.10, -0.06], [0.25, 0.02, 0.26]]
}

***

Record 2
{
  "formula": "C4H6N2OS",
  "method": "ωB97M-V/def2-TZVPD",
  "total_energy_ha": -738.8610,
  "relative_energy_kcal_mol": 90.2,
  "lumo_energy_ev": -0.1,
  "symbols": ["O", "C", "C", "S", "C", "N", "N", "C", "H", "H", "H", "H", "H", "H"],
  "positions_angstrom": [[0.78489, -1.76778, 1.27386], [-0.08749, -1.60305, 0.16757], [-0.25117, -0.10158, -0.17662], [-1.47592, 0.07669, -1.44187], [-0.38641, 0.64877, 1.03631], [0.60951, 1.43138, 1.29448], [1.54723, 1.32357, 0.21871], [1.08938, 0.45938, -0.57036], [1.65247, -1.06612, 1.27253], [-1.02574, -1.95834, 0.45946], [0.32744, -2.08348, -0.73949], [-1.16662, 1.35858, -1.58091], [-1.26723, 0.80442, 1.62778], [1.53215, 0.15445, -1.49406]],
  "forces_ev_per_angstrom": [[3.15, 2.27, 0.19], [2.58, 1.14, -0.54], [1.41, -1.18, -0.29], [-0.52, 0.04, -0.34], [0.02, 2.80, 1.55], [-1.04, -0.24, 0.15], [0.63, -0.04, 0.42], [-0.68, -0.68, -1.16], [-3.73, -2.83, -0.37], [-1.39, -0.96, 0.33], [-0.49, -0.14, 0.38], [-0.24, 0.46, -0.35], [-0.31, -0.63, 0.42], [0.60, -0.01, -0.39]]
}

***

Record 3
{
  "formula": "C4H6N2OS",
  "method": "ωB97M-V/def2-TZVPD",
  "total_energy_ha": -738.8288,
  "relative_energy_kcal_mol": 110.4,
  "lumo_energy_ev": 0.7,
  "symbols": ["O", "N", "C", "C", "C", "S", "C", "N", "H", "H", "H", "H", "H", "H"],
  "positions_angstrom": [[2.97085, -0.46574, -0.42523], [1.66915, -0.00040, -0.38617], [0.69457, -0.84172, 0.01396], [-0.31375, 0.06508, 0.21438], [-1.76999, -0.39991, 0.58242], [-3.09383, 0.15639, -0.54849], [0.16635, 1.35247, 0.12102], [1.45320, 1.35393, -0.14090], [3.66013, 0.32327, -0.37911], [0.76788, -1.95804, -0.23193], [-2.00597, -0.05184, 1.62321], [-1.48846, -1.45193, 0.69114], [-2.20936, -0.32014, -1.43254], [-0.50078, 2.23858, 0.29824]],
  "forces_ev_per_angstrom": [[2.33, 1.66, -0.10], [2.40, 1.77, 1.16], [0.27, -0.23, -2.02], [-4.19, -1.45, 1.23], [2.27, 0.94, 1.85], [1.28, -0.90, 0.22], [-1.22, 1.24, 0.70], [0.62, -2.05, -1.17], [-2.70, -1.90, -0.14], [-0.21, 1.98, 0.83], [0.10, -0.20, -0.95], [-1.56, -0.38, -0.29], [-0.69, 0.26, -0.99], [1.32, -0.74, -0.33]]
}

***

Record 4
{
  "formula": "C4H6N2OS",
  "method": "ωB97M-V/def2-TZVPD",
  "total_energy_ha": -738.8709,
  "relative_energy_kcal_mol": 83.9,
  "lumo_energy_ev": 0.2,
  "symbols": ["H", "N", "C", "N", "C", "C", "O", "C", "S", "H", "H", "H", "H", "H"],
  "positions_angstrom": [[0.09509, -1.18589, 0.90125], [0.66873, -1.90050, 0.54567], [1.46805, -1.41650, -0.28977], [1.57696, -0.09834, -0.66970], [0.96028, 0.97055, -0.05942], [-0.33705, 1.08553, 0.13126], [-1.24810, 0.08611, -0.29343], [-2.51289, 0.25719, 0.06521], [-3.73882, -0.73326, -0.30782], [2.29416, -2.10911, -0.69780], [2.62500, 0.23652, -0.85772], [1.72442, 1.73807, 0.24083], [-0.85511, 1.98078, 0.49961], [-2.72073, 1.08884, 0.79183]],
  "forces_ev_per_angstrom": [[-1.21, 0.91, 0.75], [0.55, -1.25, -0.34], [1.85, -1.84, 0.04], [4.45, 1.43, -1.33], [0.81, 0.80, 0.45], [-1.74, 0.58, 0.09], [0.92, 0.74, -0.08], [-1.33, 0.03, 1.15], [0.58, 0.28, -0.17], [-1.38, 1.27, 0.20], [-3.08, -1.69, 0.18], [-1.58, -0.37, -0.20], [0.62, -0.44, 0.08], [0.54, -0.46, -0.83]]
}

***

Record 5
{
  "formula": "C4H6N2OS",
  "method": "ωB97M-V/def2-TZVPD",
  "total_energy_ha": -738.8215,
  "relative_energy_kcal_mol": 115.0,
  "lumo_energy_ev": 0.0,
  "symbols": ["C", "N", "C", "C", "N", "S", "C", "O", "H", "H", "H", "H", "H", "H"],
  "positions_angstrom": [[1.84680, -0.24008, -1.04216], [0.37201, -0.34582, -1.18433], [-0.24000, -0.12803, -0.09095], [0.21577, -0.25921, 1.34554], [-1.48838, 0.18273, -0.23932], [-2.94058, -0.51235, -0.93626], [-2.40677, 1.02736, -0.07757], [-2.92131, 1.98422, 0.43452], [2.32815, -0.18515, -2.00117], [2.29672, 0.45816, -0.31779], [2.06585, -1.13969, -0.66310], [1.07402, -0.92635, 1.37189], [-0.67350, -0.59425, 1.80831], [0.47122, 0.67846, 1.59239]],
  "forces_ev_per_angstrom": [[-1.17, 0.99, -0.66], [1.54, 2.06, 0.55], [4.79, -1.53, -0.71], [-0.03, -2.20, -2.89], [-3.93, 0.45, -0.23], [-0.88, -0.77, -1.01], [-3.00, 1.93, 1.80], [1.35, -0.73, -0.83], [-0.02, 0.35, -0.41], [-0.76, 0.37, -0.42], [1.67, -3.74, 1.37], [-0.17, -0.06, 0.42], [-0.44, -0.49, 1.23], [1.04, 3.37, 1.79]]
}

***

Record 6
{
  "formula": "C4H6N2OS",
  "method": "ωB97M-V/def2-TZVPD",
  "total_energy_ha": -738.8698,
  "relative_energy_kcal_mol": 84.6,
  "lumo_energy_ev": 0.6,
  "symbols": ["O", "C", "C", "N", "C", "N", "S", "C", "H", "H", "H", "H", "H", "H"],
  "positions_angstrom": [[-0.95360, -1.33579, -0.99200], [-1.30288, -1.05375, 0.26245], [-1.69709, 0.42373, 0.55391], [-1.22746, 1.31009, -0.54435], [0.04969, 1.36069, -0.47397], [0.66995, 0.51019, 0.39308], [2.11463, -0.35150, -0.07007], [-0.35364, -0.20868, 1.07304], [-1.39377, -0.74816, -1.60666], [-1.94828, -1.79353, 0.68945], [-2.64942, 0.73505, 1.05481], [0.68325, 2.00559, -1.07640], [2.94720, 0.60780, 0.43370], [-0.11825, -0.37028, 2.12845]],
  "forces_ev_per_angstrom": [[1.07, -1.15, -2.21], [-1.04, 2.08, 1.26], [1.16, -0.69, -0.88], [-0.21, 0.85, 1.16], [-0.73, -0.14, -1.39], [0.73, -0.63, 0.29], [-0.27, 1.25, 0.41], [-1.30, 0.02, 1.73], [-0.11, 0.29, -0.23], [0.04, -0.31, 0.82], [1.33, -0.46, -0.24], [-0.22, -0.16, -0.22], [-0.15, -0.63, -0.14], [-0.32, -0.32, -0.35]]
}

***

Record 7
{
  "formula": "C4H6N2OS",
  "method": "ωB97M-V/def2-TZVPD",
  "total_energy_ha": -738.8862,
  "relative_energy_kcal_mol": 74.3,
  "lumo_energy_ev": 0.4,
  "symbols": ["C", "S", "C", "C", "N", "C", "N", "O", "H", "H", "H", "H", "H", "H"],
  "positions_angstrom": [[-0.95930, -2.14638, -0.62013], [0.77508, -1.67725, -0.22140], [0.65946, 0.07173, -0.19600], [0.50407, 0.93895, -1.24094], [0.52347, 2.26870, -0.78869], [0.50174, 2.17610, 0.51674], [0.57687, 0.88002, 0.93352], [0.60504, 0.42803, 2.21998], [-1.61149, -1.77216, 0.17707], [-0.99192, -3.24651, -0.62753], [-1.20132, -1.77939, -1.62018], [0.46563, 0.71893, -2.28769], [0.43587, 2.97550, 1.25970], [-0.28320, 0.16372, 2.49553]],
  "forces_ev_per_angstrom": [[0.48, -0.11, 0.24], [-0.27, 0.03, 0.12], [-0.89, -0.17, -0.26], [1.05, 1.33, 0.70], [-0.90, -1.12, -0.04], [0.20, -0.02, 0.72], [-0.22, -0.25, -0.73], [0.56, 0.23, 0.43], [-0.03, -0.06, -0.47], [0.06, 0.38, 0.04], [-0.20, 0.04, 0.34], [0.13, -0.11, -0.22], [0.16, -0.24, -0.48], [-0.13, 0.08, -0.41]]
}

***

Record 8
{
  "formula": "C4H6N2OS",
  "method": "ωB97M-V/def2-TZVPD",
  "total_energy_ha": -738.8633,
  "relative_energy_kcal_mol": 88.7,
  "lumo_energy_ev": 0.4,
  "symbols": ["C", "N", "C", "O", "C", "S", "C", "N", "H", "H", "H", "H", "H", "H"],
  "positions_angstrom": [[2.10068, 0.10074, 0.92914], [1.70161, -0.75052, -0.25641], [0.41542, -0.96495, -0.36657], [-0.23031, -1.97146, -0.77544], [-0.34186, 0.28215, 0.32634], [-2.14737, 0.08268, 0.41723], [0.05421, 1.42754, -0.46188], [0.52336, 2.37889, -0.88658], [1.83298, -0.24614, 2.09664], [3.14969, -0.11242, 0.99441], [2.02783, 1.25018, 0.98344], [2.06194, -1.77248, -0.16681], [0.16787, 0.15817, 1.25741], [-1.98542, -1.29993, -0.19855]],
  "forces_ev_per_angstrom": [[2.03, -0.12, 3.07], [2.20, -2.33, 2.11], [-6.36, -1.26, -0.48], [2.65, 2.86, 0.97], [-1.07, -1.95, -2.11], [0.76, -2.63, -1.09], [0.06, 0.27, 1.30], [0.06, 0.62, -0.74], [-0.16, 0.33, -3.23], [0.81, 0.29, -0.17], [-0.32, -2.07, -1.08], [0.32, 2.44, -0.44], [-0.61, 1.07, 0.84], [-0.36, 2.49, 1.05]]
}

***

Record 9
{
  "formula": "C4H6N2OS",
  "method": "ωB97M-V/def2-TZVPD",
  "total_energy_ha": -738.8189,
  "relative_energy_kcal_mol": 116.5,
  "lumo_energy_ev": -0.2,
  "symbols": ["C", "C", "C", "C", "H", "H", "H", "H", "H", "H", "N", "N", "O", "S"],
  "positions_angstrom": [[1.24126, -0.90189, 0.14024], [-0.21806, 0.80456, 1.19639], [-1.27830, 0.60171, -0.02318], [0.78770, -0.35523, -1.30955], [0.39337, -1.41506, 2.21644], [-0.61286, 1.12530, 2.09164], [0.65548, 1.45309, 0.50696], [-2.22084, 1.24771, -0.09431], [-1.82445, -0.44419, 0.02290], [-0.76353, 0.59094, -2.10266], [0.38072, -0.63937, 1.19479], [-0.33302, 0.36530, -1.18639], [2.39202, -1.51662, 0.13927], [1.40050, -0.91625, -2.79253]],
  "forces_ev_per_angstrom": [[5.50, -1.95, -1.25], [1.83, -2.32, -7.01], [0.09, -2.75, 1.19], [-0.32, -1.57, 1.10], [0.42, 3.66, -4.34], [-0.33, 0.70, 1.95], [-2.47, -1.13, 3.15], [2.19, 0.17, -0.72], [1.13, 1.78, 0.72], [0.55, -0.23, 0.80], [0.33, -1.64, 3.48], [-2.55, 1.96, -2.04], [-5.80, 2.30, 0.87], [-0.55, 1.02, 2.08]]
}

***

What is the formula in the fifth record?
C4H6N2OS

***

Copy entry 8 word for word.
{
  "formula": "C4H6N2OS",
  "method": "ωB97M-V/def2-TZVPD",
  "total_energy_ha": -738.8633,
  "relative_energy_kcal_mol": 88.7,
  "lumo_energy_ev": 0.4,
  "symbols": ["C", "N", "C", "O", "C", "S", "C", "N", "H", "H", "H", "H", "H", "H"],
  "positions_angstrom": [[2.10068, 0.10074, 0.92914], [1.70161, -0.75052, -0.25641], [0.41542, -0.96495, -0.36657], [-0.23031, -1.97146, -0.77544], [-0.34186, 0.28215, 0.32634], [-2.14737, 0.08268, 0.41723], [0.05421, 1.42754, -0.46188], [0.52336, 2.37889, -0.88658], [1.83298, -0.24614, 2.09664], [3.14969, -0.11242, 0.99441], [2.02783, 1.25018, 0.98344], [2.06194, -1.77248, -0.16681], [0.16787, 0.15817, 1.25741], [-1.98542, -1.29993, -0.19855]],
  "forces_ev_per_angstrom": [[2.03, -0.12, 3.07], [2.20, -2.33, 2.11], [-6.36, -1.26, -0.48], [2.65, 2.86, 0.97], [-1.07, -1.95, -2.11], [0.76, -2.63, -1.09], [0.06, 0.27, 1.30], [0.06, 0.62, -0.74], [-0.16, 0.33, -3.23], [0.81, 0.29, -0.17], [-0.32, -2.07, -1.08], [0.32, 2.44, -0.44], [-0.61, 1.07, 0.84], [-0.36, 2.49, 1.05]]
}